Here is 11 unconnected molecules or ions with the total composition C41H91O28P3 at a distorted geometry from OMol25. Energies are from ωB97M-V/def2-TZVPD.

Last column: Mulliken charge in e.
Element x y z (Å)
C (-0.9336, -2.6566, 0.5318)  0.1385
O (-0.4353, -1.4717, -0.0910)  -0.5886
P (-0.9098, -0.0267, 0.1980)  1.4242
O (-2.3669, 0.1748, 0.1001)  -0.6469
O (-0.2124, 0.1948, 1.6647)  -0.0107
C (-0.6734, 1.2370, 2.5535)  -0.7726
O (-0.0216, 0.8527, -0.7961)  -0.5856
C (-0.1814, 2.2556, -0.8516)  0.0085
H (-0.1836, -2.9260, 1.2822)  -0.3172
H (-0.9422, -3.4458, -0.2146)  0.5201
H (-1.8819, -2.5376, 1.0473)  0.0588
H (-1.3041, 1.9418, 2.0138)  0.2514
H (0.2375, 1.6991, 2.9153)  0.2409
H (-1.2442, 0.7992, 3.3712)  0.2824
H (-1.0246, 2.6188, -0.2597)  -0.0473
H (-0.3588, 2.5828, -1.8796)  0.3206
H (0.7252, 2.8021, -0.5842)  -0.1302
C (1.1780, 4.9163, -6.2484)  -0.6687
O (0.3577, 5.6852, -5.3694)  -0.3797
P (-0.9249, 5.2283, -4.5224)  1.3314
O (-0.7558, 3.9414, -3.8497)  -0.6502
O (-2.1979, 5.4329, -5.4780)  -0.3731
C (-2.3897, 4.6977, -6.6644)  -0.7559
O (-1.1919, 6.4823, -3.5531)  -0.0986
C (-0.9389, 7.8078, -4.0588)  -0.8920
H (2.1214, 5.4549, -6.1955)  0.2397
H (0.8622, 4.8668, -7.2926)  0.2886
H (1.2349, 3.8894, -5.8873)  0.2696
H (-1.8854, 5.1684, -7.5114)  0.2819
H (-3.4431, 4.6408, -6.9395)  0.2841
H (-2.0706, 3.6536, -6.6104)  0.3447
H (-0.3186, 8.2559, -3.2757)  0.2891
H (-1.8589, 8.3916, -3.9980)  0.2863
H (-0.4457, 7.8758, -5.0205)  0.2976
C (1.4727, -3.6532, 3.9075)  0.0361
O (2.4502, -4.5406, 4.4701)  -0.4394
P (2.7144, -5.9419, 3.7733)  0.7472
O (3.8937, -6.6410, 4.3111)  -0.8162
O (2.8401, -5.5689, 2.2008)  0.1599
C (3.6182, -6.4259, 1.3679)  -1.0047
O (1.3336, -6.7266, 3.9283)  0.1033
C (1.2279, -8.1497, 3.9052)  -0.7469
H (1.9979, -2.7602, 3.5719)  0.1007
H (0.7136, -3.3358, 4.6185)  0.4343
H (0.9610, -4.1118, 3.0611)  -0.3157
H (4.3525, -5.8125, 0.8529)  0.2467
H (2.9650, -6.9783, 0.6868)  0.2755
H (4.1246, -7.2246, 1.9149)  0.3929
H (0.2592, -8.3642, 3.4567)  0.2469
H (1.1750, -8.5769, 4.9073)  0.2857
H (2.0195, -8.6716, 3.3737)  0.3146
C (0.2458, 5.7102, -0.5534)  0.5814
C (-0.7773, 5.9998, 0.5481)  -0.2058
O (-0.0431, 6.3001, 1.7350)  -0.4096
C (0.0585, 5.3693, 2.6893)  0.8191
C (1.1801, 5.6416, 3.6621)  -0.8721
O (-0.5987, 4.3531, 2.7139)  -0.5784
H (-0.1469, 5.2175, -1.4406)  -0.2391
H (1.1153, 5.1972, -0.1438)  -0.6931
H (0.6150, 6.6631, -0.9479)  0.3945
H (-1.4243, 6.8568, 0.3711)  -0.0080
H (-1.4506, 5.1454, 0.6203)  0.3504
H (1.7160, 4.7321, 3.9069)  0.2278
H (0.7166, 6.0217, 4.5734)  0.4017
H (1.8364, 6.3475, 3.1598)  0.1262
C (7.0102, -2.7470, 2.7494)  -1.5124
C (5.8539, -3.7335, 2.6678)  0.0505
O (4.6279, -3.0489, 2.5499)  -0.1230
C (4.3564, -2.3051, 1.4787)  0.3275
C (3.0852, -1.5081, 1.5614)  -0.3907
O (4.9279, -2.4141, 0.4222)  -0.5932
H (7.9158, -3.2377, 3.1203)  0.4160
H (6.9057, -1.9236, 3.4613)  0.3477
H (7.2496, -2.2832, 1.7912)  0.3517
H (6.0424, -4.3927, 1.8191)  0.1739
H (5.9217, -4.2506, 3.6234)  0.2973
H (3.1490, -0.6706, 0.8718)  0.4697
H (3.0232, -1.0106, 2.5340)  0.3581
H (2.2140, -2.1143, 1.3314)  -0.2551
C (-2.2687, -7.4350, 4.1614)  -1.0856
C (-2.0064, -5.9337, 4.3344)  0.4592
O (-3.0016, -5.1510, 3.7172)  -0.3262
C (-2.7556, -3.8794, 3.3974)  0.7353
C (-3.9236, -3.2283, 2.7279)  -0.4295
O (-1.7436, -3.3255, 3.7423)  -0.5599
H (-2.1233, -7.5910, 3.0877)  0.0732
H (-3.2888, -7.7627, 4.3542)  0.3941
H (-1.5456, -7.9798, 4.7604)  0.2993
H (-1.9532, -5.7193, 5.4071)  0.3644
H (-1.0248, -5.7063, 3.9141)  -0.2537
H (-4.3299, -3.8507, 1.9320)  -0.0873
H (-3.5357, -2.3053, 2.3023)  -0.0015
H (-4.7015, -3.0641, 3.4714)  0.5122
C (4.0985, 6.4802, 0.4071)  -0.6344
C (4.3602, 5.7345, 1.7248)  -0.4621
O (3.5643, 4.6008, 1.9782)  -0.3216
C (3.2743, 3.5840, 1.1343)  0.5513
C (2.4344, 2.5436, 1.8345)  0.1410
O (3.8567, 3.3751, 0.1059)  -0.6214
H (4.3942, 7.5284, 0.4237)  0.4563
H (3.0184, 6.4910, 0.2422)  0.0499
H (4.6377, 5.9879, -0.3989)  0.1255
H (5.4046, 5.4109, 1.7644)  0.3689
H (4.2707, 6.4524, 2.5399)  0.3694
H (2.8208, 1.5595, 1.5947)  -0.1271
H (1.4428, 2.5481, 1.3769)  -0.3188
H (2.2566, 2.7226, 2.8899)  0.4553
C (-4.3863, 2.5940, -0.9629)  -0.7448
C (-4.3890, 3.3062, -2.3237)  -0.4519
O (-3.9481, 4.6591, -2.1522)  -0.1957
C (-4.7604, 5.5902, -1.6647)  0.6713
C (-4.1247, 6.9409, -1.5586)  -0.6065
O (-5.8851, 5.3920, -1.2741)  -0.6010
H (-4.8528, 1.6214, -1.1227)  0.1537
H (-5.0083, 3.1403, -0.2549)  0.4101
H (-3.3908, 2.5200, -0.5305)  0.1651
H (-3.8211, 2.8009, -3.0975)  0.3640
H (-5.4339, 3.3211, -2.6427)  0.3600
H (-3.5136, 7.0463, -0.6618)  0.0175
H (-4.9063, 7.6771, -1.3788)  0.4005
H (-3.5895, 7.1593, -2.4813)  0.0390
C (3.1743, 3.4698, -3.4713)  -1.1322
C (3.8556, 4.7362, -2.9593)  0.9446
O (5.2385, 4.7032, -3.2866)  -0.3581
C (5.5981, 4.7984, -4.5711)  0.7535
C (6.9969, 4.3393, -4.8323)  -1.1242
O (4.9084, 5.2949, -5.4273)  -0.5396
H (3.8984, 2.6776, -3.2686)  0.4655
H (3.1339, 3.4168, -4.5632)  0.2836
H (2.1618, 3.4103, -3.0790)  0.1662
H (3.2959, 5.6394, -3.2206)  0.2897
H (3.7728, 4.7221, -1.8730)  -0.6465
H (7.7359, 4.9536, -4.3194)  0.2886
H (7.1594, 4.4951, -5.8952)  0.3500
H (7.0766, 3.3001, -4.5167)  0.2996
C (-6.9068, -5.8386, 0.2946)  -1.1111
C (-6.4139, -5.2494, -1.0211)  0.2254
O (-6.0567, -3.8667, -0.8335)  -0.4131
C (-4.8147, -3.6677, -0.3924)  0.2857
C (-4.4413, -2.2285, -0.1984)  -0.2877
O (-3.9845, -4.5217, -0.1732)  -0.2994
H (-7.4687, -5.0588, 0.8184)  0.3566
H (-6.0940, -6.0900, 0.9746)  0.1657
H (-7.6162, -6.6549, 0.1712)  0.3943
H (-5.5860, -5.8414, -1.4112)  -0.1423
H (-7.1844, -5.2428, -1.7892)  0.3672
H (-5.0537, -1.4864, -0.7038)  0.4287
H (-3.4388, -2.2268, -0.6214)  -0.0220
H (-4.3483, -1.9313, 0.8442)  0.0114
C (-3.0167, -7.2350, -2.7676)  -1.3299
C (-2.9945, -7.4649, -1.2626)  0.1670
O (-1.8898, -6.6818, -0.7686)  -0.1929
C (-1.2299, -7.1030, 0.3243)  0.1426
C (-0.4054, -5.9421, 0.8468)  1.7124
O (-1.3182, -8.1781, 0.8460)  -0.6371
H (-3.0975, -6.1817, -3.0364)  0.2582
H (-3.8415, -7.7772, -3.2312)  0.4009
H (-2.0736, -7.5714, -3.2025)  0.4265
H (-3.9183, -7.0434, -0.8684)  -0.1764
H (-2.8358, -8.5126, -1.0245)  0.4065
H (-0.1517, -6.1585, 1.8841)  -0.6533
H (-1.0634, -5.0857, 0.7287)  -1.0975
H (0.5494, -5.8873, 0.3252)  0.3904

Summary:
E_tot: -4747.90484 a.u.
frontier orbital gap: 10.5 eV
net charge: 0
multiplicity: 1
SMILES: COP(=O)(OC)OC.COP(=O)(OC)OC.COP(=O)(OC)OC.CCOC(C)=O.CCOC(C)=O.CCOC(C)=O.CCOC(C)=O.CCOC(C)=O.CCOC(C)=O.CCOC(C)=O.CCOC(C)=O

=====

Here is a molecular structure, C5H6O2 from OMol25. Energies are from ωB97M-V/def2-TZVPD.

Last column: Mulliken charge in e.
Element x y z (Å)
O (-2.7556, -0.5523, 0.1104)  -0.5442
C (-1.5917, -0.2906, 0.0039)  0.4035
C (-0.7693, 0.9922, 0.1767)  -0.7959
C (0.4880, 0.1074, 0.0961)  0.9253
C (1.6760, 0.1661, 0.9715)  -0.5595
O (1.5490, 0.4396, -0.8425)  -0.4710
C (-0.3423, -1.1236, -0.2995)  -0.6754
H (-0.9157, 1.5485, 1.1070)  0.2944
H (-0.8917, 1.6682, -0.6789)  0.2594
H (1.9065, 1.3024, -0.5577)  0.4065
H (2.1101, -0.8489, 0.9598)  0.1813
H (-0.2609, -1.3893, -1.3594)  0.2417
H (-0.2025, -2.0196, 0.3124)  0.3339

Summary:
E_tot: -344.42202 a.u.
frontier orbital gap: 9.4 eV
net charge: 0
multiplicity: 1
relative energy (zero: lowest compared OMol25 entry of this formula, charge and spin): 112.9 kcal/mol